{"formula": "C53H67As3Cl5CoGe2Sb", "method": "the ωB97M-V functional and the def2-TZVPD basis", "symbols": ["Co", "C", "As", "C", "C", "C", "C", "C", "As", "C", "C", "C", "As", "C", "C", "H", "H", "H", "H", "H", "H", "H", "H", "H", "H", "H", "H", "H", "H", "H", "H", "H", "H", "H", "H", "H", "H", "H", "H", "H", "H", "H", "Cl", "C", "C", "C", "Cl", "C", "Cl", "C", "Cl", "C", "Cl", "C", "C", "C", "C", "C", "C", "C", "Sb", "C", "C", "C", "C", "C", "C", "C", "C", "C", "C", "C", "C", "C", "C", "H", "H", "H", "H", "H", "H", "H", "H", "H", "H", "H", "H", "H", "H", "H", "H", "H", "H", "H", "H", "H", "C", "Ge", "C", "C", "Ge", "C", "C", "C", "C", "C", "C", "C", "C", "C", "C", "C", "C", "H", "H", "H", "H", "H", "H", "H", "H", "H", "H", "H", "H", "H", "H", "H", "H", "H", "H", "H"], "positions_angstrom": [[2.724, -0.390, 0.931], [6.240, -0.087, 1.606], [4.959, -0.815, 0.336], [5.566, -2.650, 0.249], [5.466, -0.149, -1.422], [5.192, 1.315, -1.782], [5.911, 2.255, -0.812], [3.690, 1.640, -1.815], [2.686, 1.789, -0.142], [3.167, 3.503, 0.635], [0.943, 2.195, -0.893], [5.783, 1.584, -3.186], [5.402, 0.611, -4.888], [6.141, -1.176, -4.523], [3.500, 0.119, -4.782], [7.193, 0.045, 1.097], [6.362, -0.803, 2.417], [5.915, 0.865, 2.018], [6.624, -2.646, -0.015], [5.012, -3.203, -0.501], [5.441, -3.119, 1.223], [4.952, -0.810, -2.116], [6.538, -0.350, -1.515], [5.546, 2.154, 0.213], [5.777, 3.296, -1.111], [6.984, 2.052, -0.800], [3.146, 0.886, -2.384], [3.538, 2.596, -2.325], [3.430, 4.200, -0.160], [4.000, 3.410, 1.326], [2.296, 3.880, 1.168], [1.055, 2.976, -1.645], [0.276, 2.542, -0.107], [0.526, 1.297, -1.349], [6.874, 1.503, -3.121], [5.591, 2.633, -3.430], [7.137, -1.084, -4.089], [6.245, -1.684, -5.480], [5.517, -1.791, -3.875], [2.876, 1.011, -4.742], [3.263, -0.540, -3.946], [3.266, -0.408, -5.707], [1.091, -1.108, 2.688], [1.359, -2.472, 1.572], [2.013, -2.110, 0.417], [2.268, -3.142, -0.475], [2.919, -2.742, -2.034], [1.972, -4.466, -0.169], [2.434, -5.727, -1.236], [1.312, -4.774, 1.030], [0.901, -6.392, 1.397], [0.976, -3.757, 1.922], [0.135, -4.067, 3.379], [-2.437, 2.059, -2.665], [-2.556, 0.870, -3.587], [-2.747, 1.119, -4.947], [-2.873, 0.084, -5.858], [-2.819, -1.231, -5.420], [-2.632, -1.496, -4.073], [-2.496, -0.459, -3.153], [-2.149, -0.873, -1.083], [-2.220, -3.006, -1.182], [-1.141, -3.483, -1.935], [-0.945, -4.839, -2.128], [-1.806, -5.743, -1.522], [-2.858, -5.279, -0.754], [-3.092, -3.913, -0.578], [-4.269, -3.493, 0.258], [-4.106, -0.111, -0.449], [-3.995, 0.682, 0.756], [-5.060, 1.590, 1.093], [-6.207, 1.605, 0.354], [-6.320, 0.721, -0.726], [-5.292, -0.136, -1.155], [-5.537, -1.029, -2.338], [-3.177, 2.818, -2.922], [-1.453, 2.525, -2.751], [-2.586, 1.809, -1.613], [-2.803, 2.145, -5.292], [-3.021, 0.304, -6.907], [-2.930, -2.048, -6.121], [-2.608, -2.526, -3.740], [-0.457, -2.787, -2.418], [-0.135, -5.188, -2.752], [-1.661, -6.807, -1.654], [-3.533, -5.987, -0.287], [-5.132, -4.132, 0.066], [-4.561, -2.467, 0.049], [-4.043, -3.568, 1.325], [-2.994, 1.130, 0.816], [-4.970, 2.169, 2.006], [-7.037, 2.246, 0.615], [-7.258, 0.697, -1.273], [-6.557, -1.414, -2.314], [-4.851, -1.875, -2.347], [-5.402, -0.488, -3.277], [1.668, 1.728, 4.649], [-0.207, 1.347, 5.134], [-0.850, 2.713, 6.378], [-0.373, -0.466, 5.867], [-1.577, 1.423, 3.101], [-3.101, 0.383, 3.208], [-3.502, 0.053, 4.551], [-4.609, -0.670, 4.829], [-5.415, -1.192, 3.752], [-5.046, -1.040, 2.473], [-3.788, -0.348, 2.111], [-1.340, 3.098, 2.116], [-2.113, 3.613, 1.068], [-1.877, 4.879, 0.559], [-0.858, 5.667, 1.082], [-0.077, 5.174, 2.114], [-0.314, 3.902, 2.618], [2.334, 1.079, 5.219], [1.915, 2.761, 4.898], [1.869, 1.579, 3.586], [-0.094, 2.883, 7.146], [-1.767, 2.389, 6.869], [-1.044, 3.657, 5.869], [-0.835, -0.424, 6.853], [0.611, -0.923, 5.972], [-0.983, -1.107, 5.230], [-2.958, 0.493, 5.380], [-4.925, -0.816, 5.852], [-6.326, -1.726, 3.988], [-5.656, -1.437, 1.671], [-3.096, -1.054, 1.643], [-2.916, 3.042, 0.631], [-2.497, 5.259, -0.242], [-0.685, 6.662, 0.693], [0.715, 5.781, 2.535], [0.312, 3.544, 3.428]], "homo_energy_ev": [-11.179, -11.182], "total_charge": 2, "largest_force_ha_per_bohr": 0.013, "spin_multiplicity": 2, "s2": 1.06}